No. 1
A molecular structure, C40H51N4O3ReSSbSi in a non-equilibrium geometry. Source: OMol25; level of theory: ωB97M-V/def2-TZVPD.

```
! RIJCOSX wB97M-V def2-TZVPD def2/J DEFGRID3
* xyz 2 2
Re -0.2643 -0.2376 0.1797
N -2.3445 4.3278 5.9574
C -1.7240 3.3295 5.2991
C -2.2192 2.0089 5.3410
C -1.6105 1.0060 4.6197
C -0.4926 1.3056 3.8505
C 0.0165 2.5971 3.7923
C -0.5863 3.5994 4.5130
S 0.1077 0.1314 2.6908
O 0.7423 0.9326 1.6160
O 0.8962 -0.9540 3.1732
N -1.2505 -0.4392 1.9333
C -1.3660 -1.7813 1.7590
N -1.5314 -2.6740 2.6995
C -1.5451 -3.9438 2.3211
C -1.4151 -4.3276 0.9899
C -1.2580 -3.3307 0.0394
N -1.2203 -2.0549 0.4195
H -3.1071 4.1445 6.5854
H -1.9561 5.2546 5.9483
H -3.1009 1.7883 5.9235
H -1.9921 -0.0061 4.6306
H 0.8713 2.8021 3.1655
H -0.1964 4.6057 4.4740
H -1.6576 -4.6572 3.1243
H -1.4342 -5.3645 0.7057
H -1.1555 -3.5324 -1.0192
C -4.5233 -0.4433 0.1697
C -4.1503 1.0285 0.2014
C -3.8873 1.4773 1.6283
C -5.2083 1.8924 -0.4650
Sb -2.1959 1.2012 -0.9706
C -1.5002 3.4124 -0.9352
C -2.6234 4.3343 -0.5021
C -0.3613 3.4141 0.0630
C -1.0267 3.7889 -2.3221
C -2.3807 0.1898 -3.0345
C -3.7124 0.4569 -3.7019
C -1.2156 0.7243 -3.8432
C -2.1717 -1.2887 -2.7655
H -5.4107 -0.6165 0.7797
H -3.7200 -1.0574 0.5781
H -4.7480 -0.7765 -0.8422
H -4.7889 1.3323 2.2237
H -3.6257 2.5331 1.6746
H -3.0940 0.8895 2.0891
H -6.1589 1.7601 0.0511
H -5.3537 1.6250 -1.5081
H -4.9545 2.9459 -0.4085
H -3.0013 4.0981 0.4896
H -3.4395 4.3290 -1.2204
H -2.2340 5.3508 -0.4601
H -0.7150 3.1567 1.0625
H 0.0850 4.4064 0.1102
H 0.4203 2.7094 -0.2308
H -1.8541 3.7414 -3.0249
H -0.2181 3.1461 -2.6612
H -0.6659 4.8173 -2.3105
H -3.8942 1.5199 -3.8327
H -4.5405 0.0222 -3.1485
H -3.7053 -0.0019 -4.6904
H -1.4015 1.7428 -4.1713
H -1.0792 0.1062 -4.7291
H -0.3005 0.6684 -3.2467
H -2.9640 -1.7115 -2.1511
H -1.2042 -1.4307 -2.2726
H -2.1571 -1.8218 -3.7146
O 1.3620 -0.4753 -1.0496
Si 2.7656 -1.2146 -1.0763
C 2.5946 -2.9398 -1.8718
C 1.8748 -3.9039 -1.1782
C 1.9162 -5.2300 -1.5685
C 2.6689 -5.5959 -2.6734
C 3.3714 -4.6368 -3.3830
C 3.3367 -3.3103 -2.9834
C 4.2499 -0.3125 -1.8610
C 4.1668 0.9463 -2.4352
C 5.2870 1.5070 -3.0310
C 6.4924 0.8241 -3.0356
C 6.5828 -0.4257 -2.4451
C 5.4668 -0.9871 -1.8511
C 3.5154 -1.6272 0.6662
C 4.0672 -2.8712 0.9329
C 4.6477 -3.1156 2.1680
C 4.6771 -2.1234 3.1314
C 4.1400 -0.8790 2.8585
C 3.5723 -0.6252 1.6191
H 1.3030 -3.6137 -0.3067
H 1.3854 -5.9744 -0.9938
H 2.7074 -6.6298 -2.9802
H 3.9659 -4.9157 -4.2398
H 3.8928 -2.5650 -3.5302
H 3.2277 1.4779 -2.4350
H 5.2136 2.4819 -3.4883
H 7.3683 1.2672 -3.4859
H 7.5178 -0.9656 -2.4314
H 5.5435 -1.9581 -1.3847
H 4.0467 -3.6611 0.1969
H 5.0770 -4.0867 2.3625
H 5.1269 -2.3229 4.0925
H 4.1690 -0.0957 3.6004
H 3.1742 0.3545 1.4015
*
```

The HOMO energy (spin up / spin down) comes out at -12.605 / -12.604 eV. The expectation value of S² is 0.759. The value obtained for the max |F| is 6.55 eV/Å. The calculation puts the total energy at -3005.1891 hartree. Its HOMO-LUMO gap (spin up / spin down) is 4.56 / 4.89 eV.


No. 2
A molecular structure, C4H4Br2ClN2OS in a non-equilibrium geometry. Source: OMol25; level of theory: ωB97M-V/def2-TZVPD.

```
! RIJCOSX wB97M-V def2-TZVPD def2/J DEFGRID3
* xyz 1 1
C 0.0749 1.1274 0.0782
C -1.7469 -0.2758 -0.3123
C 0.5196 0.3533 -1.0165
C 2.9938 -0.2904 0.7315
N -1.3302 0.7864 0.3897
N -2.9437 -0.9174 -0.2767
O 0.7293 1.8905 0.7927
S -0.6056 -0.7971 -1.5091
Cl 3.0645 1.0282 1.7392
Br 2.4062 -1.9844 1.3680
Br 3.9240 -0.2389 -0.8535
H 1.4476 0.6873 -1.6999
H -1.7474 1.1492 1.2016
H -3.7754 -0.9244 0.3137
H -3.0106 -1.5940 -0.9467
*
```

The HOMO energy (spin up / spin down) comes out at -11.068 / -12.647 eV. The value obtained for the max |F| is 3.52 eV/Å. The calculation puts the total energy at -6345.6290 hartree. Its HOMO-LUMO gap (spin up / spin down) is 4.96 / 8.43 eV.


No. 3
A single CH5N2P molecule in a non-equilibrium geometry. Source: OMol25; level of theory: ωB97M-V/def2-TZVPD.

```
! RIJCOSX wB97M-V def2-TZVPD def2/J DEFGRID3
* xyz 0 1
H 1.2957 -0.6639 2.9121
N 0.6761 -0.4681 2.2049
P 1.2412 -0.0215 0.8481
N -0.0702 -0.2578 -0.1144
C -0.5170 0.3246 -1.3493
H -0.9232 -0.4275 0.5140
H 0.3510 1.0341 -1.7862
H -0.6791 -0.3650 -2.2158
H -1.3745 0.8450 -1.0136
*
```

The HOMO energy comes out at -9.254 eV. The SMILES is [H]/N=P/NC. The value obtained for the max |F| is 3.95 eV/Å. The calculation puts the total energy at -491.9351 hartree. Its HOMO-LUMO gap is 10.02 eV.


No. 4
2 unconnected molecules or ions with the total composition CH7N in a non-equilibrium geometry. Source: OMol25; level of theory: ωB97M-V/def2-TZVPD.

```
! RIJCOSX wB97M-V def2-TZVPD def2/J DEFGRID3
* xyz 0 1
C -1.5901 -0.0739 0.6252
H -2.5593 -0.1887 0.1534
H -1.6459 0.7586 1.3153
H -1.3806 -0.9456 1.2401
H -0.8235 0.1036 -0.1164
N 2.1353 -0.1032 -0.6919
H 1.4712 -0.5661 -1.2718
H 1.6602 0.4864 -0.0348
H 2.7326 0.5289 -1.2192
*
```

The HOMO energy comes out at -10.064 eV. The SMILES is C.N. The value obtained for the max |F| is 1.20 eV/Å. The calculation puts the total energy at -97.0402 hartree. Its HOMO-LUMO gap is 11.12 eV.


Question: Number 2 is which compound?
Answer: C4H4Br2ClN2OS


Question: Which value of total energy does entry 2 give?
Answer: -6345.6290 hartree


Please write out number 4 again, unchanged.
2 unconnected molecules or ions with the total composition CH7N in a non-equilibrium geometry. Source: OMol25; level of theory: ωB97M-V/def2-TZVPD.

```
! RIJCOSX wB97M-V def2-TZVPD def2/J DEFGRID3
* xyz 0 1
C -1.5901 -0.0739 0.6252
H -2.5593 -0.1887 0.1534
H -1.6459 0.7586 1.3153
H -1.3806 -0.9456 1.2401
H -0.8235 0.1036 -0.1164
N 2.1353 -0.1032 -0.6919
H 1.4712 -0.5661 -1.2718
H 1.6602 0.4864 -0.0348
H 2.7326 0.5289 -1.2192
*
```

The HOMO energy comes out at -10.064 eV. The SMILES is C.N. The value obtained for the max |F| is 1.20 eV/Å. The calculation puts the total energy at -97.0402 hartree. Its HOMO-LUMO gap is 11.12 eV.